The following is a DFT calculation (wB97M-V/def2-TZVPD) of C18H38OP2Pb as an isolated structure in a non-equilibrium geometry.

For the frontier orbital gap (spin up / spin down), the calculation gives 0.1170 / 0.1242 Ha. Its HOMO energy (spin up / spin down) is -3.223 / -3.427 eV. The value obtained for the LUMO energy (spin up / spin down) is -0.040 / -0.049 eV. Its calculated total energy is -45145.435 eV.

Each line ends with the Mulliken charge.
Cartesian coordinates (Å):
P: -0.811 3.619 0.651  -0.015
P: -0.191 0.916 -3.138  1.508
C: -0.212 2.710 -0.954  -0.884
C: -1.096 2.062 -2.022  1.111
H: 0.433 1.953 -0.475  -0.245
H: 0.395 3.505 -1.410  0.539
H: -1.932 1.545 -1.505  -1.228
H: -1.563 2.852 -2.620  0.173
C: 1.002 1.557 -4.287  -1.377
H: 1.760 2.094 -3.710  0.360
H: 0.457 2.239 -4.955  0.454
H: 1.485 0.751 -4.870  0.351
C: -1.199 -0.277 -4.059  -1.388
H: -1.670 0.092 -4.979  0.447
H: -1.965 -0.683 -3.370  0.152
H: -0.543 -1.115 -4.323  0.518
C: -1.876 5.014 0.084  -0.862
H: -1.822 5.753 0.899  0.371
H: -2.921 4.693 -0.011  0.133
H: -1.504 5.485 -0.836  0.342
C: -2.079 2.567 1.420  -0.304
H: -2.154 1.578 0.967  -0.312
H: -3.030 3.099 1.487  0.347
H: -1.729 2.416 2.453  0.462
Pb: -4.040 0.221 -1.302  0.772
C: -5.116 0.297 -3.316  -0.086
C: -4.079 1.242 -3.459  -0.255
C: -4.269 2.721 -3.471  -0.874
C: -4.928 3.259 -2.177  -0.930
C: -4.891 2.347 -0.981  0.711
C: -5.891 1.384 -0.619  -0.570
C: -6.963 0.903 -1.580  -0.949
C: -6.568 0.611 -3.071  -0.843
C: -2.479 -0.572 0.055  -1.549
H: -4.924 -0.713 -3.683  0.605
H: -3.157 0.935 -3.928  -0.196
H: -4.860 3.026 -4.353  0.457
H: -3.275 3.178 -3.584  0.299
H: -4.406 4.187 -1.897  0.387
H: -5.976 3.514 -2.386  0.293
H: -4.141 2.632 -0.224  -0.535
H: -6.079 1.189 0.450  0.489
H: -7.822 1.586 -1.567  0.344
H: -7.365 -0.050 -1.203  0.373
H: -7.077 -0.327 -3.348  0.311
H: -6.934 1.428 -3.718  0.271
H: -2.356 -1.618 -0.259  0.269
H: -3.005 -0.476 1.017  0.419
H: -1.547 -0.007 0.001  0.128
C: 1.921 -1.898 -1.923  -1.421
C: 1.608 -0.580 -1.285  0.749
C: 2.761 0.342 -1.054  -1.334
O: 0.525 0.006 -2.118  -0.288
H: 1.973 -1.837 -3.017  0.298
H: 1.146 -2.626 -1.669  0.354
H: 2.881 -2.256 -1.551  0.439
H: 1.120 -0.761 -0.333  0.134
H: 3.096 0.881 -1.950  0.231
H: 2.523 1.063 -0.270  0.377
H: 3.595 -0.245 -0.663  0.470